Entry 1:
Below is C29H44BrMoN6O2PS4Si2 as an isolated structure, with properties calculated with ωB97M-V/def2-TZVPD.

The energy comes out at -6766.046180 a.u. The energy relative to the best compared isomer or geometry (same formula, charge and spin) comes out at 148.4 kJ/mol. The frontier orbital gap (alpha / beta) is 5.703 / 5.714 eV. As for the HOMO energy (alpha / beta): -4.0 / -4.1 eV. The spin multiplicity is 2. The net charge is -1.

XYZ file:
```
90
C29H44BrMoN6O2PS4Si2 (ωB97M-V/def2-TZVPD)
Mo -0.01 -0.31 -0.34
C 2.44 0.38 5.30
S 1.48 -0.95 4.56
C 1.79 -0.72 2.82
S 2.37 0.73 2.15
N 1.44 -1.78 2.16
N 1.54 -1.59 0.79
C 2.43 -2.26 0.19
C 2.58 -2.04 -1.24
C 3.61 -2.61 -1.98
C 3.70 -2.30 -3.32
C 2.77 -1.43 -3.88
C 1.77 -0.91 -3.07
N 1.67 -1.22 -1.78
H 2.15 0.40 6.35
H 2.20 1.33 4.83
H 3.51 0.20 5.21
H 3.10 -2.92 0.74
H 4.31 -3.27 -1.49
H 4.49 -2.73 -3.93
H 2.81 -1.15 -4.92
H 1.04 -0.22 -3.45
C -2.85 -3.87 -0.69
Si -1.14 -3.53 0.03
C 0.03 -3.96 -1.37
C -0.68 -4.72 1.42
N -1.07 -1.87 0.58
C -1.99 -1.44 1.50
C -2.92 -2.24 2.18
C -3.87 -1.69 3.02
C -3.92 -0.31 3.19
C -2.98 0.50 2.57
C -1.98 -0.05 1.76
N -0.94 0.65 1.14
Si -0.65 2.30 1.85
C -0.61 2.12 3.73
C 0.88 3.36 1.60
C -2.09 3.35 1.25
H -2.93 -4.93 -0.98
H -2.96 -3.26 -1.59
H -3.67 -3.63 -0.02
H -0.38 -4.87 -1.82
H 1.03 -4.21 -1.01
H 0.10 -3.21 -2.15
H -0.34 -5.67 0.99
H -1.48 -4.94 2.12
H 0.14 -4.27 1.98
H -2.91 -3.31 2.05
H -4.59 -2.32 3.52
H -4.68 0.14 3.82
H -3.04 1.56 2.72
H 0.42 1.89 4.01
H -1.25 1.35 4.16
H -0.88 3.09 4.17
H 1.63 3.13 2.35
H 0.52 4.38 1.76
H 1.34 3.33 0.62
H -2.67 3.77 2.08
H -2.77 2.78 0.62
H -1.70 4.19 0.66
C -0.12 2.05 -6.51
C -0.39 1.19 -5.29
O 0.36 1.65 -4.18
P -0.50 2.26 -2.88
S 0.82 1.87 -1.32
S -1.36 -0.53 -2.04
O -0.26 3.87 -3.15
C 1.04 4.47 -3.23
C 1.22 5.45 -2.09
H -0.65 1.66 -7.38
H 0.95 2.08 -6.72
H -0.46 3.07 -6.33
H -0.11 0.15 -5.48
H -1.46 1.19 -5.05
H 1.10 4.97 -4.20
H 1.81 3.70 -3.20
H 0.43 6.21 -2.11
H 2.19 5.95 -2.17
H 1.17 4.93 -1.14
Br -3.73 3.17 -6.06
C -3.89 2.88 -4.19
C -4.26 1.64 -3.72
C -4.34 1.48 -2.34
N -4.10 2.45 -1.47
C -3.71 3.63 -1.96
C -3.60 3.91 -3.31
H -4.46 0.82 -4.39
H -4.61 0.52 -1.92
H -3.47 4.39 -1.22
H -3.25 4.87 -3.66
```



Entry 2:
Below is C29H44IN3O5PPt as an isolated structure at a distorted geometry, with properties calculated with ωB97M-V/def2-TZVPD.

The energy comes out at -2429.964724 a.u. The energy relative to the best compared isomer or geometry (same formula, charge and spin) comes out at 123.9 kJ/mol. The frontier orbital gap is 8.035 eV. As for the HOMO energy: -11.2 eV. The net charge is +1.

XYZ file:
```
84
C29H44IN3O5PPt (ωB97M-V/def2-TZVPD)
Pt -1.50 0.70 -0.75
O -0.92 -0.51 -2.24
C -0.94 -1.75 -2.46
C -1.44 -2.87 -1.76
C -0.90 -4.10 -2.21
C -1.18 -5.25 -1.55
C -2.01 -5.27 -0.41
C -2.59 -4.11 0.03
C -2.37 -2.86 -0.64
O -2.99 -1.82 -0.28
N -0.57 -6.51 -2.01
O -0.83 -7.51 -1.37
O 0.14 -6.46 -2.99
H -0.40 -2.01 -3.38
H -0.24 -4.13 -3.07
H -2.19 -6.21 0.09
H -3.25 -4.11 0.88
C 3.49 -2.52 0.24
C 2.12 -2.90 0.76
C 1.27 -1.66 1.09
C 1.72 -0.44 0.26
C 2.08 -0.93 -1.14
C 3.38 -1.74 -1.08
P 0.48 0.92 0.32
C 0.09 1.26 2.09
C -0.94 0.30 2.71
C -1.50 0.90 4.02
C -0.48 1.82 4.71
C 0.93 1.28 4.49
C 1.32 1.39 3.01
C 1.32 2.46 -0.26
C 2.80 2.63 0.17
C 3.75 2.40 -1.00
C 3.54 3.46 -2.08
C 2.05 3.82 -2.24
C 1.15 2.69 -1.77
H 4.11 -3.40 0.10
H 4.01 -1.91 0.99
H 2.22 -3.52 1.66
H 1.60 -3.52 0.03
H 1.34 -1.43 2.16
H 0.22 -1.86 0.88
H 2.62 -0.02 0.71
H 2.16 -0.12 -1.87
H 1.27 -1.58 -1.48
H 4.24 -1.08 -1.21
H 3.40 -2.44 -1.93
H -0.39 2.24 2.02
H -0.48 -0.66 2.91
H -1.75 0.09 2.01
H -1.76 0.08 4.69
H -2.42 1.45 3.82
H -0.71 1.89 5.77
H -0.54 2.83 4.31
H 0.97 0.23 4.81
H 1.66 1.82 5.10
H 2.07 0.63 2.77
H 1.80 2.36 2.83
H 0.74 3.24 0.26
H 3.05 1.98 1.01
H 2.94 3.65 0.54
H 3.59 1.40 -1.41
H 4.79 2.42 -0.65
H 3.95 3.11 -3.02
H 4.10 4.36 -1.81
H 1.83 4.06 -3.28
H 1.81 4.72 -1.67
H 1.38 1.78 -2.33
H 0.10 2.90 -1.99
C -2.45 3.52 0.17
O -2.28 2.12 0.51
H -2.52 4.09 1.10
H -3.33 3.66 -0.44
H -1.56 3.81 -0.38
H -3.02 1.78 1.02
I -6.90 1.93 -3.65
C -5.39 1.04 -2.59
C -5.45 -0.15 -1.88
N -4.23 -0.36 -1.36
N -3.39 0.63 -1.69
C -4.08 1.49 -2.44
H -6.25 -0.85 -1.74
H -3.83 -1.09 -0.76
H -3.60 2.36 -2.85
```



Entry 3:
Below is C29H44NOSi2Zr as an isolated structure at a distorted geometry, with properties calculated with ωB97M-V/def2-TZVPD.

The energy comes out at -1887.367162 a.u. The energy relative to the best compared isomer or geometry (same formula, charge and spin) comes out at 0.0 kJ/mol. The frontier orbital gap is 8.134 eV. As for the HOMO energy: -12.0 eV. The net charge is +1.

XYZ file:
```
78
C29H44NOSi2Zr (ωB97M-V/def2-TZVPD)
C -0.77 2.52 -0.94
C -1.04 1.55 -1.95
C -1.70 0.44 -1.35
H -0.87 1.69 -3.02
C -1.86 0.73 0.05
C -1.33 2.03 0.29
H -2.43 0.13 0.76
C 2.86 0.67 -1.28
C 1.93 1.06 -2.30
C 1.19 -0.10 -2.70
H 1.89 2.03 -2.79
C 1.61 -1.19 -1.86
C 2.62 -0.70 -0.96
H -2.16 -0.40 -1.87
H -1.39 2.58 1.23
H -0.36 3.51 -1.11
H 3.14 -1.31 -0.22
H 0.50 -0.18 -3.53
H 3.61 1.30 -0.83
Zr 0.53 0.49 -0.37
C 1.09 -2.60 -1.89
C 2.27 -3.55 -1.66
C 0.43 -2.93 -3.24
H 3.04 -3.38 -2.43
H 1.92 -4.59 -1.72
H 2.72 -3.40 -0.68
H 1.15 -2.75 -4.05
H -0.47 -2.32 -3.42
H 0.14 -3.98 -3.26
C 0.03 -2.67 -0.76
C -0.52 -4.06 -0.51
H -0.82 -2.00 -1.01
H 0.46 -2.33 0.21
O 0.10 -5.06 -0.87
N -1.72 -4.19 0.12
C -2.60 -3.12 0.58
H -1.98 -5.15 0.33
C -3.54 -2.64 -0.50
C -4.47 -1.65 -0.17
H -4.51 -1.29 0.86
C -5.33 -1.13 -1.15
H -6.03 -0.34 -0.88
C -5.29 -1.63 -2.45
H -5.96 -1.24 -3.21
C -4.38 -2.64 -2.78
H -4.34 -3.06 -3.79
C -3.51 -3.15 -1.81
H -2.82 -3.96 -2.05
H -1.99 -2.28 0.94
H -3.17 -3.49 1.44
C 3.34 3.98 2.38
Si 2.00 3.51 1.13
C 0.59 4.72 1.44
C 2.68 3.97 -0.57
C 1.60 1.65 1.26
Si 1.04 1.11 2.98
C -0.06 2.33 3.90
C 0.10 -0.53 2.91
C 2.54 0.84 4.09
H 3.62 5.03 2.21
H 4.24 3.37 2.27
H 3.00 3.90 3.43
H 1.00 5.73 1.33
H -0.22 4.62 0.71
H 0.15 4.64 2.44
H 3.62 3.46 -0.79
H 1.97 3.77 -1.38
H 2.89 5.05 -0.57
H 2.62 1.21 1.24
H -1.01 2.51 3.39
H -0.29 1.89 4.89
H 0.42 3.30 4.09
H 0.69 -1.33 2.44
H -0.09 -0.83 3.96
H -0.88 -0.45 2.42
H 3.20 0.05 3.68
H 3.15 1.74 4.23
H 2.20 0.50 5.08
```